[1]
Below is a cluster of 5 separate species, C20H40N4O3P in total at a distorted geometry, with properties calculated with ωB97M-V/def2-TZVPD.

Positions of all 68 atoms, in Å:
1 C 3.954532 -3.442693 2.107632
2 C 3.986644 -2.063537 1.205677
3 O 3.307990 -0.912086 1.822616
4 C 1.896254 -0.812037 1.420896
5 C 0.957028 -0.900526 2.764952
6 O -0.492253 -0.884053 2.512887
7 P -1.013764 -2.243220 1.552070
8 O -2.595036 -2.788953 2.066346
9 H 4.317761 -3.233099 3.225188
10 H 2.879999 -3.956900 2.110628
11 H 4.700900 -4.252806 1.647956
12 H 5.134913 -1.752166 1.106615
13 H 3.635212 -2.319999 0.116692
14 H 1.723497 0.268888 0.946248
15 H 1.630152 -1.594265 0.582685
16 H 1.320972 -1.825051 3.399111
17 H 1.191978 0.086963 3.393514
18 H -1.037073 -1.815453 0.148065
19 H -0.017174 -3.318683 1.599732
20 H -2.935706 -3.450183 1.368119
21 C 2.891638 -2.969166 -3.855459
22 C 2.911751 -1.450547 -3.997634
23 C 2.665599 -0.725566 -2.673072
24 C 1.299161 -1.105123 -2.126134
25 N 0.165553 -1.419955 -1.672554
26 H 1.914319 -3.330909 -3.520602
27 H 3.100095 -3.443778 -4.819521
28 H 3.648800 -3.306167 -3.138275
29 H 2.152533 -1.153034 -4.731311
30 H 3.884233 -1.143940 -4.398352
31 H 2.703471 0.358231 -2.825348
32 H 3.434372 -0.992533 -1.939731
33 C 0.777478 -1.912342 6.661064
34 C 1.599966 -2.551845 7.775232
35 C 3.081624 -2.686806 7.418683
36 C 3.235725 -3.566082 6.188445
37 N 3.363471 -4.295603 5.167955
38 H 0.787799 -2.520441 5.750981
39 H -0.267368 -1.810198 6.970888
40 H 1.159397 -0.915108 6.414330
41 H 1.180703 -3.539476 8.003290
42 H 1.503692 -1.944124 8.681714
43 H 3.629325 -3.137087 8.253254
44 H 3.519711 -1.703373 7.216170
45 C -1.711678 1.293307 -1.882949
46 C -1.640135 2.528827 -0.991212
47 C -1.987751 3.820086 -1.734492
48 C -1.007355 4.035419 -2.875899
49 N -0.193937 4.214029 -3.822668
50 H -0.987345 1.343493 -2.702073
51 H -1.484038 0.392943 -1.303592
52 H -2.712771 1.177882 -2.313885
53 H -0.630658 2.603057 -0.568537
54 H -2.332186 2.401612 -0.151459
55 H -1.935504 4.673265 -1.049952
56 H -3.005117 3.769958 -2.137639
57 C -6.907341 4.526363 -5.006649
58 C -5.779193 5.379306 -5.578133
59 C -4.421744 5.074504 -4.941674
60 C -4.480420 5.353304 -3.448629
61 N -4.529155 5.584727 -2.210086
62 H -7.055120 4.714556 -3.938527
63 H -7.851203 4.757925 -5.510267
64 H -6.700233 3.458876 -5.143739
65 H -6.027829 6.438054 -5.435165
66 H -5.715189 5.206658 -6.658134
67 H -3.645629 5.700773 -5.394081
68 H -4.148343 4.025906 -5.102198

Atoms 1-3, force components in eV/Å:
0.153 -0.084 0.077
2.042 -1.287 0.087
-1.748 -1.472 -1.528

## Properties
Highest occupied orbital energy in Ha: -0.463
Total charge: +1
Frontier orbital gap in eV: 8.598

[2]
Below is a structure of composition C33H88O33S11 at a distorted geometry, with properties calculated with ωB97M-V/def2-TZVPD.

Positions of all 165 atoms, in Å:
1 O 0.254317 -0.437548 -3.557485
2 S 0.138603 -1.717441 -4.208342
3 O -0.594521 -2.790049 -3.601543
4 O -0.493424 -1.436718 -5.692707
5 C -0.886504 -2.578798 -6.438417
6 C -1.521620 -2.264538 -7.752514
7 C 1.801316 -2.227194 -4.728031
8 H -1.485423 -3.273352 -5.842172
9 H -0.075696 -3.277500 -6.704625
10 H -0.913660 -1.635983 -8.410051
11 H -2.417540 -1.648971 -7.634793
12 H -1.686521 -3.187250 -8.304701
13 H 1.757465 -3.183625 -5.235323
14 H 2.293797 -2.225890 -3.754397
15 H 2.221227 -1.415353 -5.314727
16 O 0.898630 4.821071 -0.905428
17 S 1.752866 5.814476 -0.335717
18 O 1.223515 6.839702 0.558866
19 O 3.040851 5.117306 0.396484
20 C 2.874474 3.744241 0.803944
21 C 4.057784 3.491820 1.710622
22 C 2.676438 6.595075 -1.659117
23 H 2.794506 3.067710 -0.049812
24 H 1.962535 3.521257 1.369722
25 H 4.196011 4.316317 2.410376
26 H 4.938026 3.337301 1.090957
27 H 3.871996 2.683237 2.420331
28 H 3.467634 5.913744 -1.952388
29 H 3.100242 7.533901 -1.310636
30 H 1.999328 6.793855 -2.486345
31 O 2.301460 2.692299 3.503271
32 S 2.355614 4.053422 3.970229
33 O 2.277232 4.350963 5.373620
34 O 3.749584 4.670072 3.425224
35 C 4.993076 4.019587 3.689438
36 C 6.130706 5.028807 3.531144
37 C 1.236790 5.058443 3.014022
38 H 5.048559 3.169628 3.009600
39 H 5.014204 3.665387 4.723262
40 H 6.060615 5.479330 2.536883
41 H 7.123909 4.589091 3.600832
42 H 6.089329 5.881661 4.208208
43 H 1.153753 4.784566 1.969460
44 H 1.614321 6.069071 3.165480
45 H 0.290917 4.962163 3.545323
46 O -5.370386 -4.541289 -0.275889
47 S -4.819453 -5.087004 -1.478696
48 O -5.197259 -4.546985 -2.772627
49 O -3.211005 -5.212159 -1.403722
50 C -2.427264 -3.988583 -1.617111
51 C -2.831981 -2.665012 -0.979918
52 C -5.131769 -6.875100 -1.596424
53 H -2.516121 -4.023389 -2.707068
54 H -1.384064 -4.246973 -1.453385
55 H -3.851663 -2.328733 -1.151203
56 H -2.170219 -1.833347 -1.234959
57 H -2.623590 -2.725264 0.092643
58 H -6.199121 -7.017102 -1.764525
59 H -4.893767 -7.226392 -0.595552
60 H -4.643043 -7.238065 -2.493355
61 O -1.365059 -0.853934 0.914616
62 S 0.065288 -0.771708 1.100568
63 O 0.839495 -1.979761 1.089240
64 O 0.744296 0.285147 0.052556
65 C 0.197799 1.542457 -0.302251
66 C -1.070255 1.394489 -1.143799
67 C 0.370469 0.068282 2.639905
68 H 0.877277 2.035346 -0.999258
69 H 0.054269 2.182131 0.571803
70 H -0.926176 0.806054 -2.051578
71 H -1.565765 2.338124 -1.389087
72 H -1.890946 0.847339 -0.674493
73 H 1.445462 0.207033 2.715325
74 H -0.036906 -0.496994 3.472466
75 H -0.150243 1.018379 2.528973
76 O 2.535311 2.402574 -5.376846
77 S 2.032827 3.346153 -4.409273
78 O 2.763660 4.539133 -4.022187
79 O 0.531686 3.792806 -4.776280
80 C 0.039468 5.054600 -4.343901
81 C -1.463059 4.978562 -4.481512
82 C 1.616024 2.432040 -2.885786
83 H 0.476925 5.839790 -4.968282
84 H 0.329458 5.292451 -3.316385
85 H -1.945237 5.952753 -4.386958
86 H -1.846848 4.306518 -3.716463
87 H -1.688892 4.677157 -5.504135
88 H 1.232222 1.466997 -3.204051
89 H 0.890333 3.023492 -2.336356
90 H 2.579820 2.462875 -2.379731
91 O 0.325085 -5.382009 0.548829
92 S 0.957498 -5.497950 -0.749489
93 O 2.235793 -6.142132 -0.921310
94 O -0.136890 -6.207025 -1.722736
95 C 0.206991 -6.627245 -3.044349
96 C -0.863286 -6.054436 -3.986797
97 C 0.997809 -3.806130 -1.425636
98 H 0.179094 -7.712622 -3.127657
99 H 1.196814 -6.270837 -3.334527
100 H -0.714888 -4.998954 -4.209306
101 H -1.814535 -6.234157 -3.488118
102 H -0.783172 -6.610997 -4.922349
103 H 1.685797 -3.289620 -0.756668
104 H 0.002118 -3.384465 -1.356766
105 H 1.526500 -3.808823 -2.377816
106 O -2.455552 1.937601 3.677169
107 S -2.769479 2.914032 2.665360
108 O -1.782347 3.909766 2.312982
109 O -3.259211 2.073352 1.385737
110 C -4.101127 0.923182 1.560740
111 C -4.515957 0.525889 0.129086
112 C -4.358185 3.753049 3.122259
113 H -4.996553 1.103925 2.156033
114 H -3.535315 0.090718 1.972001
115 H -3.678001 -0.029795 -0.283453
116 H -4.959675 1.338237 -0.437403
117 H -5.311985 -0.223560 0.204646
118 H -5.109843 2.981369 3.256859
119 H -4.571156 4.352448 2.240775
120 H -4.193225 4.322219 4.030873
121 O 6.152443 0.975538 2.825362
122 S 5.511875 0.359253 3.944361
123 O 5.424258 1.167765 5.150966
124 O 4.012854 -0.127988 3.505966
125 C 3.135472 -0.448540 4.606155
126 C 1.987440 -1.223774 3.971254
127 C 6.330926 -1.219958 4.462094
128 H 2.715619 0.393185 5.161630
129 H 3.676897 -1.008518 5.374025
130 H 1.352726 -1.368297 4.854532
131 H 2.250576 -2.161897 3.495946
132 H 1.435003 -0.555222 3.314082
133 H 6.985269 -0.896256 5.268309
134 H 6.881732 -1.567105 3.594601
135 H 5.595533 -1.891009 4.893895
136 O 1.548299 -7.219166 7.992798
137 S 1.217213 -5.815333 8.044299
138 O 2.217754 -4.801858 7.831027
139 O -0.025195 -5.623501 7.046733
140 C -0.369507 -4.334921 6.556814
141 C 0.307717 -4.072570 5.247603
142 C 0.361715 -5.479511 9.561523
143 H 0.000241 -3.550218 7.232614
144 H -1.440424 -4.144677 6.521894
145 H 1.384275 -3.938314 5.165777
146 H -0.090982 -3.238137 4.657732
147 H 0.030321 -4.872472 4.549714
148 H 1.079250 -5.502650 10.381712
149 H -0.358026 -6.267074 9.768414
150 H -0.093194 -4.495584 9.482548
151 O -4.077504 2.935615 -2.313366
152 S -4.666771 2.576884 -3.581638
153 O -4.584914 3.488605 -4.675576
154 O -4.067852 1.100818 -3.982133
155 C -2.651830 1.050828 -4.201377
156 C -2.278638 1.538381 -5.606315
157 C -6.418905 2.171316 -3.323839
158 H -2.299622 0.026638 -4.095314
159 H -2.125333 1.624927 -3.435241
160 H -2.591117 0.802815 -6.345729
161 H -1.185981 1.501391 -5.675791
162 H -2.550930 2.577651 -5.760825
163 H -7.000022 3.080107 -3.209046
164 H -6.480048 1.609624 -2.392007
165 H -6.730446 1.497991 -4.118222

Atoms 1-3, force components in eV/Å:
-0.285 -0.984 -0.570
0.456 0.499 -1.904
0.301 0.507 -0.239

## Properties
Energy relative to the best compared isomer or geometry (same formula, charge and spin) in kcal/mol: 265.27
Highest occupied orbital energy in Ha: -0.323
Frontier orbital gap in eV: 8.868

What is the frontier orbital gap in the second record?
8.868 eV

Which of these has the highest highest occupied orbital energy?
C33H88O33S11

highest occupied orbital energy of number 1 (C20H40N4O3P)?
-0.463 Ha

Among the records above, which one has the lowest frontier orbital gap?
C20H40N4O3P